[1]
{
  "formula": "C2H9N3",
  "method": "wB97M-V/def2-TZVPD",
  "e_tot_ha": -245.8370,
  "smiles": "[H]/N=C/N.CN",
  "relative_energy_kcal_mol": 21.73,
  "homo_ev": -9.22,
  "symbols": ["C", "N", "H", "H", "H", "H", "H", "N", "C", "N", "H", "H", "H", "H"],
  "coordinates": [[0.244, -1.310, -3.518], [1.539, -0.755, -3.905], [-0.367, -0.600, -2.949], [0.471, -2.156, -2.874], [-0.350, -1.629, -4.369], [1.493, 0.087, -4.431], [2.090, -0.508, -3.097], [-0.452, 0.092, 3.022], [-0.763, 1.087, 3.977], [-1.538, 2.008, 3.612], [-0.649, 0.455, 2.098], [0.412, -0.362, 3.239], [-0.224, 0.929, 4.912], [-1.906, 2.661, 4.284]],
  "nbo_charge": [-0.408, -0.835, 0.162, 0.192, 0.193, 0.348, 0.347, -0.824, 0.283, -0.726, 0.394, 0.374, 0.144, 0.354]
}

***

[2]
{
  "formula": "C6H10N",
  "method": "wB97M-V/def2-TZVPD",
  "s_squared": 2.006,
  "total_charge": 1,
  "e_tot_ha": -288.8778,
  "relative_energy_kcal_mol": 82.29,
  "homo_ev": [-12.06, -16.54],
  "spin_multiplicity": 3,
  "symbols": ["C", "C", "C", "C", "C", "C", "N", "H", "H", "H", "H", "H", "H", "H", "H", "H", "H"],
  "coordinates": [[3.121, 0.417, -0.089], [-0.013, -0.779, 0.268], [-0.711, 0.320, 0.143], [0.529, -2.083, 0.003], [-2.238, 0.037, -0.047], [-0.379, 1.783, 0.063], [2.080, 0.008, 0.173], [4.078, 0.814, -0.280], [0.997, -2.211, -0.919], [-0.110, -3.036, 0.232], [1.266, -2.212, 0.811], [-2.689, 0.532, 0.853], [-2.565, -0.939, -0.226], [-2.619, 0.647, -0.978], [-0.993, 2.592, 0.557], [-0.290, 2.005, -1.044], [0.537, 2.104, 0.481]],
  "nbo_charge": [0.207, 0.421, 0.215, -0.769, -0.673, -0.722, -0.411, 0.256, 0.295, 0.264, 0.287, 0.278, 0.244, 0.270, 0.287, 0.291, 0.259]
}

***

[3]
{
  "formula": "C6H9N3O3S",
  "method": "wB97M-V/def2-TZVPD",
  "e_tot_ha": -1021.9952,
  "relative_energy_kcal_mol": 113.84,
  "homo_ev": [-8.23, -8.36],
  "symbols": ["C", "C", "C", "C", "C", "C", "N", "N", "N", "O", "O", "O", "S", "H", "H", "H", "H", "H", "H", "H", "H", "H"],
  "coordinates": [[-0.428, -0.703, 0.266], [-2.450, 0.443, -0.354], [2.045, -1.924, 0.142], [1.440, 0.565, 0.681], [-3.668, 0.270, -1.228], [2.274, 1.271, 1.737], [0.161, 0.243, 0.908], [-1.751, -0.702, -0.180], [1.771, 0.766, -0.679], [2.913, 1.153, -0.937], [-2.221, 1.464, 0.192], [0.925, 0.434, -1.488], [0.302, -2.389, 0.251], [2.399, -1.740, -0.900], [2.516, -2.602, 0.873], [-4.589, 0.609, -0.862], [-3.769, -0.834, -1.497], [-3.514, 0.745, -2.127], [1.883, 2.248, 1.949], [3.228, 1.604, 1.128], [2.722, 0.634, 2.619], [-2.190, -1.554, -0.493]],
  "nbo_charge": [0.434, 0.687, -0.683, 0.345, -0.691, -0.697, -0.447, -0.634, 0.461, -0.381, -0.524, -0.392, 0.223, 0.220, 0.215, 0.243, 0.189, 0.243, 0.244, 0.263, 0.257, 0.424]
}

***

[4]
{
  "formula": "C5H6O2",
  "method": "wB97M-V/def2-TZVPD",
  "s_squared": 2.006,
  "e_tot_ha": -344.3208,
  "relative_energy_kcal_mol": 75.53,
  "homo_ev": [-5.48, -10.78],
  "spin_multiplicity": 3,
  "symbols": ["C", "C", "C", "C", "C", "O", "O", "H", "H", "H", "H", "H", "H"],
  "coordinates": [[-0.417, -2.277, 1.078], [-0.611, -1.366, 1.834], [-0.790, 1.044, -0.603], [0.412, 1.275, 0.168], [0.757, 0.022, -1.765], [-0.498, 0.333, -1.721], [1.357, 0.530, -0.693], [-0.377, -3.240, 0.725], [-0.504, -0.436, 2.347], [-1.721, 1.418, -0.281], [0.684, 2.287, 0.321], [0.522, 0.735, 1.185], [1.187, -0.325, -2.596]],
  "nbo_charge": [-0.207, -0.247, 0.078, -0.147, 0.293, -0.471, -0.494, 0.223, 0.223, 0.190, 0.201, 0.193, 0.164]
}